Here is a structure of composition C21H74F3O21V from the Open Molecules 2025 dataset. Energies are from ωB97M-V with the def2-TZVPD basis set.

Kohn-Sham gap: 8.7 eV
HOMO: -9.413 eV
ΔE to the lowest compared entry with this formula, charge and spin: 0.00 kcal per mole
LUMO level: -0.71 eV

Last column: Mulliken charge in e.
Atoms and positions in Å:
O: -4.2699 -16.4789 8.4893  -0.581
V: -3.9243 -15.0168 8.8739  0.683
O: -5.1591 -14.0637 8.6018  -0.648
C: -1.4073 -13.9047 9.7246  1.417
O: -1.8160 -15.2843 9.8043  1.163
O: -2.3922 -13.3594 8.9585  -1.328
C: -1.1727 -13.2837 11.1237  -0.308
F: -2.1333 -13.6416 11.9914  -0.283
F: -0.0032 -13.6837 11.6644  -0.062
F: -1.1142 -11.9580 11.0117  -0.014
C: -0.9274 -16.2411 10.3671  0.049
C: -1.6399 -17.5897 10.2931  0.173
H: -2.5498 -17.5523 10.8903  -0.303
H: -1.8170 -17.8219 9.2434  -0.113
H: -0.9901 -18.3655 10.6991  0.164
H: -0.7377 -16.0338 11.4228  -0.080
H: 0.0023 -16.3897 9.8134  0.004
H: -0.4337 -13.8389 9.2199  0.042
C: 1.6477 -19.7184 8.9215  -0.462
O: 0.4970 -20.1652 9.6349  -0.604
H: 1.8341 -18.6714 9.1790  -0.006
H: 2.5280 -20.3137 9.1714  0.375
H: 1.4450 -19.7548 7.8543  0.329
H: 0.6191 -20.1264 10.5916  0.213
C: -0.0932 -12.6620 5.9282  -0.262
O: 0.6902 -13.3710 4.9837  -0.522
H: 0.5129 -12.1666 6.6850  0.039
H: -0.7961 -11.9257 5.5317  0.410
H: -0.7501 -13.3663 6.4519  0.058
H: 0.2247 -13.4312 4.1469  0.322
C: 1.8283 -19.2051 12.7697  -0.330
O: 0.5514 -19.7743 12.5027  -0.526
H: 2.5579 -19.3171 11.9710  0.280
H: 1.7373 -18.1366 12.9954  -0.073
H: 2.2788 -19.6181 13.6776  0.374
H: 0.0636 -19.6578 13.3227  0.291
C: 0.5972 -16.1319 6.7902  0.511
O: 1.8615 -16.7366 7.1065  -0.621
H: 0.4176 -16.2719 5.7293  0.338
H: -0.1634 -16.6237 7.4031  -0.342
H: 0.6286 -15.0691 7.0369  -0.213
H: 2.1069 -16.3569 7.9634  0.290
C: -5.8477 -14.9084 11.4963  -0.838
O: -4.5422 -15.2554 11.0638  0.453
H: -5.8632 -13.9351 11.9924  0.143
H: -6.4937 -14.8656 10.6227  0.365
H: -6.2530 -15.5981 12.2395  0.308
H: -4.0903 -15.6998 11.8011  -0.056
C: -1.4467 -20.9526 6.9549  -0.773
O: -1.2314 -19.6518 7.4577  -0.210
H: -2.2063 -20.9618 6.1759  0.231
H: -0.5357 -21.3805 6.5268  0.331
H: -1.7813 -21.6479 7.7300  0.216
H: -0.7130 -19.7000 8.2760  0.144
C: -2.5371 -21.1127 11.1196  -0.127
O: -3.4013 -22.2198 11.2398  -0.588
H: -2.8383 -20.4221 10.3251  0.118
H: -2.4622 -20.5140 12.0281  0.105
H: -1.5414 -21.5265 10.9255  0.194
H: -3.4317 -22.6545 10.3847  0.322
C: -2.5516 -9.8760 8.8202  -0.400
O: -3.2846 -10.9316 8.2240  -0.735
H: -2.5900 -9.9719 9.9091  0.028
H: -1.5542 -9.7955 8.3841  0.204
H: -3.0502 -8.9231 8.6309  0.449
H: -2.8871 -11.7856 8.4824  0.440
C: -4.7192 -11.4569 11.2368  -0.246
O: -5.3434 -10.7480 10.1953  -0.634
H: -5.4383 -11.6366 12.0351  0.418
H: -4.3205 -12.4019 10.8621  -0.218
H: -3.8526 -10.9167 11.6395  0.170
H: -4.7629 -10.8651 9.4197  0.406
C: 2.8461 -14.1710 9.5346  -0.306
O: 2.6887 -15.5894 9.5935  -0.440
H: 2.3944 -13.7134 10.4160  -0.032
H: 3.8764 -13.8324 9.4148  0.489
H: 2.3274 -13.8010 8.6493  0.075
H: 3.3277 -15.9334 10.2243  0.239
C: 0.4115 -12.0816 14.5004  0.194
O: 1.6059 -12.3656 15.2123  -0.587
H: 0.6685 -11.8725 13.4573  -0.023
H: -0.2499 -12.9434 14.4098  -0.352
H: -0.1403 -11.2596 14.9585  0.486
H: 2.1890 -11.6068 15.1248  0.307
C: -1.2911 -15.0131 15.3040  -0.398
O: -2.0386 -16.1316 15.7652  -0.578
H: -0.9871 -14.4106 16.1619  0.350
H: -0.3792 -15.4065 14.8536  0.137
H: -1.8250 -14.4422 14.5408  0.116
H: -2.7979 -15.8520 16.2843  0.302
C: 1.9831 -15.1693 13.3728  0.042
O: 2.4957 -14.9222 14.6805  -0.669
H: 2.7014 -15.8218 12.8711  0.192
H: 1.0590 -15.7551 13.4157  -0.249
H: 1.8566 -14.2127 12.8740  0.179
H: 2.2103 -14.0217 14.9305  0.495
C: -3.9574 -17.9507 13.0743  -0.686
O: -3.5898 -16.5948 13.3127  -0.612
H: -4.7218 -18.3080 13.7671  0.394
H: -4.3595 -18.0933 12.0720  0.321
H: -3.0481 -18.5483 13.1678  0.161
H: -3.0110 -16.5333 14.0833  0.316
C: -0.1400 -8.7296 12.7304  -0.262
O: 0.5272 -7.8277 11.8714  -0.535
H: 0.6018 -9.2039 13.3704  0.094
H: -0.8378 -8.2483 13.4239  0.397
H: -0.7027 -9.4405 12.1200  0.030
H: -0.1105 -7.2898 11.3956  0.302
C: 1.0251 -10.4988 9.4073  0.176
O: 1.7257 -9.6310 8.5559  -0.552
H: 0.1478 -10.0314 9.8440  -0.118
H: 0.6901 -11.4248 8.9185  -0.176
H: 1.6643 -10.8893 10.2096  0.343
H: 2.5673 -10.0284 8.3221  0.316
C: -3.2503 -18.0722 5.1109  -0.734
O: -2.2500 -17.5161 5.9478  -0.310
H: -3.2294 -17.4980 4.1863  0.252
H: -3.0146 -19.1180 4.9004  0.241
H: -4.2396 -18.0216 5.5721  0.220
H: -1.8959 -18.1638 6.5802  0.385

Here is a structure of composition C21H79I2O18P from the Open Molecules 2025 dataset. Energies are from ωB97M-V with the def2-TZVPD basis set.

Kohn-Sham gap: 8.5 eV
HOMO: -8.678 eV
LUMO level: -0.17 eV

Last column: Mulliken charge in e.
Atoms and positions in Å:
C: 0.0343 1.5895 -0.6989  -1.191
C: -0.2479 0.1566 -0.3193  0.635
I: -0.8598 -0.2127 1.6713  0.075
C: -0.1288 -0.7996 -1.2382  -0.626
P: 0.3981 -0.4150 -3.0944  0.438
I: -0.5453 -2.8620 -0.7955  0.021
H: -0.7155 1.9072 -1.4125  0.245
H: 0.0571 2.2438 0.1595  0.350
H: 0.9987 1.6297 -1.1887  0.367
H: 1.6116 0.1476 -2.6995  -0.140
H: 0.3576 -1.7840 -3.4195  0.005
H: -0.7925 0.3285 -3.2267  0.028
H: 0.6901 -0.1005 -4.4910  0.080
C: -0.3051 -7.2980 0.3051  -0.685
O: -1.0200 -6.5648 -0.6915  -0.529
H: -0.5062 -8.3537 0.1408  0.305
H: 0.7700 -7.1220 0.2257  0.235
H: -0.6468 -7.0205 1.3043  0.340
H: -0.8456 -5.6314 -0.5489  0.135
C: 0.0069 2.4847 -5.4133  -0.209
O: -0.7628 2.5646 -4.2071  -0.471
H: 1.0050 2.1433 -5.1615  -0.071
H: -0.4522 1.7705 -6.1020  0.189
H: 0.0681 3.4691 -5.8825  0.360
H: -1.6401 2.8658 -4.4541  0.268
C: 4.7421 -0.5552 -2.0867  -0.668
O: 3.4519 -1.0543 -2.4268  -0.362
H: 4.7737 0.5001 -2.3480  0.275
H: 4.9197 -0.6673 -1.0148  0.259
H: 5.5135 -1.0882 -2.6469  0.254
H: 3.4388 -1.9895 -2.1902  0.215
C: 1.1291 5.1227 0.8862  -0.242
O: 1.7532 5.5537 -0.3267  -0.524
H: 1.5399 5.7039 1.7039  0.229
H: 0.0475 5.2850 0.8381  0.270
H: 1.3341 4.0697 1.0721  0.006
H: 1.3869 5.0342 -1.0453  0.268
C: 2.3272 -3.4545 2.4841  -0.513
O: 1.0791 -3.9815 2.0512  -0.376
H: 3.0086 -4.2900 2.6252  0.239
H: 2.7472 -2.7755 1.7347  0.183
H: 2.2213 -2.9212 3.4325  0.267
H: 0.4810 -3.2363 1.9281  0.157
C: -4.2926 -8.7731 -0.1683  -0.437
O: -3.4740 -8.1216 0.7997  -0.514
H: -5.1085 -9.2624 0.3577  0.277
H: -4.7056 -8.0543 -0.8760  0.187
H: -3.7198 -9.5272 -0.7155  0.199
H: -2.7587 -7.6923 0.3220  0.298
C: -1.5716 2.5321 5.1420  -0.206
O: -1.3579 1.1324 5.3490  -0.497
H: -1.8189 2.9814 6.0925  0.234
H: -0.6637 2.9965 4.7472  0.010
H: -2.3962 2.6905 4.4424  0.271
H: -1.1365 0.7597 4.4934  0.116
C: -2.8670 2.0952 9.3323  -0.508
O: -2.7130 2.2603 7.9223  -0.487
H: -3.4538 2.9270 9.7085  0.184
H: -3.3892 1.1599 9.5538  0.276
H: -1.8953 2.0991 9.8289  0.217
H: -2.1906 1.5199 7.5952  0.282
C: 3.2397 4.2216 -5.4963  -0.479
O: 2.5208 4.9297 -6.5013  -0.538
H: 3.0643 3.1582 -5.6360  0.247
H: 4.3099 4.4226 -5.5857  0.232
H: 2.8882 4.5171 -4.5044  0.218
H: 2.6851 5.8663 -6.3635  0.310
C: -4.8122 -2.2131 -0.3576  -0.378
O: -4.2775 -3.4603 0.0691  -0.444
H: -5.7764 -2.0855 0.1278  0.266
H: -4.1576 -1.3848 -0.0646  0.132
H: -4.9563 -2.1959 -1.4421  0.210
H: -3.4267 -3.5620 -0.3638  0.195
C: -1.1611 3.3673 12.9798  -0.531
O: -1.8361 3.9800 11.8851  -0.466
H: -1.4245 2.3130 12.9789  0.203
H: -0.0771 3.4615 12.8754  0.271
H: -1.4719 3.8087 13.9303  0.268
H: -1.6047 4.9110 11.8832  0.272
C: -2.2863 -2.2136 -4.9167  -0.266
O: -3.2818 -1.7320 -4.0091  -0.542
H: -2.7711 -2.5130 -5.8381  0.262
H: -1.5705 -1.4209 -5.1381  0.033
H: -1.7695 -3.0760 -4.4817  0.231
H: -2.8255 -1.4678 -3.2055  0.292
C: 2.2167 3.4540 4.7208  -0.314
O: 2.3450 3.6059 3.3040  -0.442
H: 1.6340 4.2845 5.1025  -0.023
H: 1.7032 2.5150 4.9476  0.228
H: 3.1989 3.4597 5.1976  0.293
H: 2.8634 2.8651 2.9826  0.242
C: -2.6502 0.1603 -8.1468  -0.589
O: -1.8351 -0.8916 -7.6360  -0.438
H: -3.4821 0.2913 -7.4596  0.237
H: -2.0894 1.0971 -8.2096  0.252
H: -3.0428 -0.0909 -9.1351  0.285
H: -1.0987 -1.0111 -8.2402  0.252
C: 0.9902 6.9056 6.4345  -0.526
O: 2.2924 6.3278 6.4914  -0.488
H: 0.2722 6.1214 6.6609  0.190
H: 0.8830 7.7060 7.1709  0.302
H: 0.7799 7.3017 5.4375  0.250
H: 2.9269 7.0189 6.2907  0.286
C: -6.3693 -7.9688 -3.6420  -0.547
O: -5.5743 -9.0472 -3.1571  -0.481
H: -7.1908 -7.8280 -2.9450  0.217
H: -5.7878 -7.0447 -3.6944  0.244
H: -6.7779 -8.1951 -4.6306  0.291
H: -4.8470 -9.1719 -3.7701  0.281
C: 5.2892 -5.0420 -2.0457  -0.588
O: 4.3656 -4.0939 -1.5118  -0.405
H: 6.0526 -4.4914 -2.5880  0.207
H: 5.7625 -5.6147 -1.2452  0.256
H: 4.7892 -5.7290 -2.7319  0.284
H: 3.6923 -4.5842 -1.0329  0.242
C: 6.2257 6.8538 -5.8327  -0.585
O: 5.2251 7.3189 -4.9287  -0.483
H: 5.7354 6.5444 -6.7522  0.215
H: 6.9442 7.6438 -6.0639  0.305
H: 6.7545 5.9978 -5.4048  0.271
H: 5.6712 7.5844 -4.1219  0.285

Here is a structure of composition C22H13BrHgN4O2 from the Open Molecules 2025 dataset. Energies are from ωB97M-V with the def2-TZVPD basis set.

total charge: -1
Kohn-Sham gap (alpha / beta): 5.0 / 6.9 eV
expectation value of S²: 0.779
HOMO (alpha / beta): -2.728 / -4.545 eV
multiplicity: 2
LUMO level (alpha / beta): 2.32 / 2.32 eV

Last column: Mulliken charge in e.
Atoms and positions in Å:
Hg: -0.9938 -0.2514 -1.8517  1.716
Br: 0.2518 -3.4324 -0.4490  -0.140
C: -0.6679 -3.6421 -2.0883  0.157
C: -0.8186 -4.9026 -2.6427  -0.621
C: -1.4977 -4.9885 -3.8473  -0.152
C: -1.9901 -3.8384 -4.4411  -0.696
C: -1.7880 -2.6234 -3.8055  0.455
N: -1.1347 -2.5437 -2.6462  -0.249
C: -2.3204 -1.3239 -4.4376  0.454
O: -2.9036 -1.4557 -5.5072  -0.712
O: -2.1080 -0.2476 -3.7981  -0.752
H: -0.4156 -5.7702 -2.1425  0.389
H: -1.6385 -5.9537 -4.3176  0.396
H: -2.5250 -3.8392 -5.3787  0.476
N: 3.0866 4.1460 6.4840  -0.585
C: 2.6293 3.6465 5.5536  0.006
C: 2.0575 3.0215 4.3894  0.547
C: 1.5571 1.7231 4.4691  -0.781
C: 1.0096 1.1289 3.3465  -0.230
C: 0.9471 1.8052 2.1260  -0.546
C: 1.4536 3.1057 2.0664  -0.233
C: 2.0033 3.7133 3.1805  -0.779
C: 0.3608 1.1597 0.9246  -0.183
C: -1.0304 0.8299 1.0429  0.656
C: -1.8677 1.1457 2.1309  -0.518
C: -3.1428 0.6305 1.8437  -1.040
C: -3.0589 0.0556 0.5891  -0.532
N: -1.7941 0.1594 0.1074  -0.404
C: 1.2794 0.9816 -0.1635  0.751
C: 2.6613 1.2537 -0.1314  -0.348
C: 3.1803 0.9443 -1.3998  -1.014
C: 2.1202 0.4722 -2.1514  -0.610
N: 0.9769 0.4958 -1.4201  -0.398
H: 1.6060 1.1888 5.4090  0.420
H: 0.6154 0.1223 3.4011  0.505
H: 1.4122 3.6344 1.1229  0.493
H: 2.3881 4.7233 3.1254  0.422
H: -1.5728 1.6842 3.0169  0.488
H: -4.0248 0.6837 2.4629  0.404
H: -3.8295 -0.4338 0.0130  0.445
H: 3.2093 1.6280 0.7179  0.488
H: 4.2031 1.0387 -1.7303  0.404
H: 2.1134 0.1244 -3.1733  0.451